# 1
70
Properties=species:S:1:pos:R:3:forces:R:3:mulliken_charge:R:1 method="wB97M-V/def2-TZVPD" energy_ha=-5339.89201 gap_ev="9.5 / 7.9" charge=-1 multiplicity=2 s2=0.76 homo_energy_ev="-7.32 / -7.32"
Hf 14.677569 14.908528 -4.799781 -0.1 1.5 0.6 2.701
C 15.034509 18.980735 -7.015662 1.0 -1.1 0.7 0.543
F 15.656864 19.892201 -7.794338 -0.9 -0.2 0.3 -0.224
F 15.081641 19.406399 -5.735478 0.0 -0.1 -0.9 -0.218
F 13.755894 18.819606 -7.358239 0.6 0.3 -0.1 -0.194
S 16.076803 17.370807 -7.286921 -0.3 0.3 -1.9 1.244
O 15.687711 16.391216 -6.241834 -0.8 -0.6 0.1 0.284
O 15.725210 16.991962 -8.657142 -0.3 0.1 1.6 -0.689
O 17.440889 17.795377 -7.153611 -0.1 0.2 0.6 -0.735
C 15.226438 12.066904 -1.276104 -0.9 -0.2 -2.1 0.663
F 14.321702 11.616337 -0.492881 -2.5 -0.9 1.2 -0.214
F 15.583862 13.217083 -0.858326 1.1 1.9 0.5 -0.160
F 16.182713 11.175926 -1.252841 1.3 -0.1 -0.9 -0.214
S 14.421510 12.313602 -3.088979 -2.8 -0.3 -3.2 1.156
O 13.573573 13.537709 -3.255608 -1.3 0.0 2.4 -0.704
O 15.397385 12.800681 -4.084793 3.2 -1.0 -0.6 -0.900
O 13.708931 11.072631 -3.449935 1.9 1.9 1.7 -0.592
C 10.303261 15.053112 -6.255329 0.0 0.8 2.2 0.551
F 9.514046 14.000153 -6.329061 0.6 -0.9 -0.4 -0.197
F 9.714743 16.006395 -6.948244 0.8 0.3 -0.7 -0.195
F 10.290874 15.457209 -4.956226 0.5 -0.4 -1.0 -0.200
S 12.177962 14.743511 -6.730766 2.6 0.9 -3.2 1.289
O 12.865780 13.753906 -5.938716 0.0 -3.9 2.4 -0.842
O 12.266103 14.423880 -8.159477 -1.5 0.9 2.1 -0.584
O 13.015294 15.873281 -6.259461 -0.9 2.1 -0.3 -0.792
C 18.220014 14.901242 -1.829640 0.0 1.8 0.1 0.529
F 18.001935 15.546087 -0.608239 0.0 -1.9 -1.8 -0.220
F 19.544920 15.099975 -2.080946 -1.8 -0.8 0.0 -0.199
F 17.867210 13.603798 -1.871341 1.1 1.4 0.6 -0.153
S 17.059455 15.833890 -3.074080 -0.3 3.6 -2.0 1.210
O 15.680056 15.519552 -2.725281 -1.6 -0.5 3.1 -0.885
O 17.443790 17.282361 -3.016842 -0.4 -4.6 0.1 -0.570
O 16.958240 15.161083 -4.410281 2.4 -0.1 -0.6 -0.864
C 13.485058 18.263770 -1.799730 0.1 -0.7 0.2 0.518
F 13.861780 17.344883 -0.790760 -0.7 2.2 -1.9 -0.194
F 12.417684 18.978436 -1.441969 -0.4 -1.3 0.4 -0.204
F 14.389297 19.207321 -2.017492 0.9 -0.9 0.2 -0.184
S 13.170770 17.320377 -3.446180 -1.9 1.0 -2.6 1.111
O 14.447085 17.117638 -4.103640 2.5 0.8 -1.0 -0.563
O 12.769401 15.950479 -3.265467 -1.4 -1.7 1.5 -0.623
O 12.268802 18.139498 -4.240676 0.8 -0.1 2.0 -0.647
C 14.487778 11.158994 -8.465976 -0.7 1.3 -1.5 -1.477
C 15.962395 11.282470 -8.034757 -0.6 -1.7 2.8 2.032
C 16.863541 10.408421 -8.931621 -0.1 0.6 -1.3 -1.171
C 17.361688 11.108631 -10.172027 1.5 0.6 -0.8 -0.681
C 18.036580 12.416306 -9.839055 -1.7 0.2 1.7 -1.364
C 16.984022 13.346560 -9.073382 1.2 0.3 -1.2 1.654
N 16.561431 12.659622 -7.773849 -3.4 2.6 0.9 -0.153
O 15.837089 13.551911 -6.798175 2.6 -3.6 -4.0 0.418
C 17.882800 14.513564 -8.757469 0.4 1.4 0.9 -1.668
C 15.796667 13.751330 -10.000524 -0.2 0.7 0.2 -1.474
C 15.953652 10.563259 -6.671703 0.4 0.3 1.6 -2.282
H 13.780945 11.883503 -8.061550 0.5 0.4 0.4 -0.008
H 13.981235 10.215073 -8.264669 0.8 -0.4 0.3 0.419
H 14.399063 11.302081 -9.542900 0.0 -0.1 -0.2 0.413
H 17.757076 9.996929 -8.462193 -0.3 0.1 0.6 0.421
H 16.256744 9.595949 -9.331376 -0.1 -0.3 0.7 0.344
H 16.610417 11.297231 -10.938913 -0.3 -0.1 0.1 0.311
H 18.164944 10.549716 -10.652128 -0.3 -0.7 -0.2 0.480
H 18.518772 12.895771 -10.690945 -0.6 0.3 -0.1 0.399
H 18.823099 12.368271 -9.085933 0.2 -0.9 -0.1 0.519
H 18.167420 15.133550 -9.607584 -1.0 0.2 -0.3 0.448
H 17.512372 15.137162 -7.943824 -0.1 0.1 -0.3 -0.105
H 18.896004 14.222899 -8.479938 -0.1 -0.6 0.6 0.499
H 16.150443 14.176862 -10.939595 0.7 0.1 0.1 0.475
H 15.059029 13.038638 -10.369390 0.3 -0.6 0.6 0.275
H 15.217931 14.560873 -9.555754 0.1 0.0 0.3 0.164
H 15.214135 10.924739 -5.957185 -0.3 0.5 -0.4 0.332
H 16.883154 10.725110 -6.125864 0.3 -0.1 -0.2 0.512
H 15.762120 9.490262 -6.661167 0.1 -0.1 -0.8 0.429

***

# 2
195
Properties=species:S:1:pos:R:3:forces:R:3:mulliken_charge:R:1 method="wB97M-V/def2-TZVPD" energy_ha=-5847.02668 gap_ev=8.8 multiplicity=1 homo_energy_ev=-8.88
C 6.317257 0.703031 -0.363247 -0.3 -0.8 0.3 -0.763
O 5.633758 0.827380 0.880829 1.5 0.5 0.4 0.060
C 6.648620 0.960663 1.925389 -2.1 -0.7 0.1 -0.969
C 6.005289 0.805767 3.282250 -0.8 0.5 0.1 -0.324
O 5.213539 1.984367 3.624489 0.8 -1.2 -1.7 -0.229
C 4.454093 1.796609 4.762345 0.2 0.7 1.6 -0.279
C 3.629091 3.035912 5.005953 -1.2 -0.7 0.8 -0.759
O 2.586445 3.098391 4.054865 -0.3 0.1 -1.3 -0.162
C 1.256812 2.760019 4.524222 1.4 1.5 -0.2 -0.538
H 6.812801 -0.285211 -0.517328 -0.9 0.2 0.1 0.324
H 7.148248 1.360072 -0.454022 0.7 1.1 0.1 0.420
H 5.610297 0.973185 -1.129986 -0.2 -0.3 -0.4 -0.004
H 7.179672 1.875433 1.909391 0.5 1.2 -0.6 0.381
H 7.307163 0.140905 1.751153 0.9 -0.6 0.2 0.500
H 6.771340 0.721412 4.080301 -0.3 -0.5 -0.5 0.368
H 5.356997 -0.091935 3.155572 0.3 0.5 0.8 0.157
H 5.081425 1.658099 5.628251 0.8 0.1 0.6 0.462
H 3.870540 0.904797 4.821826 -0.9 -0.8 -0.8 -0.008
H 4.305257 3.893225 4.957661 -0.3 0.2 -0.3 0.255
H 3.164478 3.038362 6.034121 0.6 -0.2 -0.7 0.500
H 1.119622 3.545709 5.254454 -1.2 0.2 0.3 0.658
H 1.274702 1.843139 5.050523 -0.1 -1.3 0.3 0.288
H 0.513518 2.759465 3.698270 0.7 0.1 0.5 -0.259
C 3.945835 -3.269530 -0.320481 -0.7 1.4 -0.7 -0.815
O 2.699643 -3.982514 -0.466358 1.7 -0.5 -0.6 0.224
C 2.886238 -5.124612 -1.364693 -0.1 1.2 -0.3 -1.157
C 1.523351 -5.752316 -1.465480 0.7 0.0 -0.1 0.414
O 1.384857 -6.771528 -0.500061 -0.6 0.5 -0.2 -0.443
C 0.094598 -7.392699 -0.567850 0.1 -0.1 0.1 0.254
C -0.006022 -8.365206 0.651315 0.6 0.4 -2.1 -1.054
O -0.090817 -7.723849 1.896100 1.7 -1.2 -2.0 -0.318
C -1.327255 -7.230797 2.196307 -1.8 -1.4 1.2 -0.699
H 4.103085 -2.654068 -1.224572 -0.3 0.1 0.2 0.091
H 4.793112 -3.925085 -0.358864 0.5 -0.6 0.7 0.426
H 3.944904 -2.553788 0.547313 -0.2 -1.1 -0.6 0.203
H 3.616094 -5.795499 -0.918630 0.2 -0.1 -0.2 0.505
H 3.193859 -4.795323 -2.419112 0.0 -0.2 1.5 0.352
H 1.367986 -6.114359 -2.496914 -0.1 -0.2 0.3 0.677
H 0.916851 -4.863670 -1.272754 -0.9 -0.5 -0.1 -0.611
H 0.044227 -7.886599 -1.557505 -0.1 -0.5 0.5 0.497
H -0.712467 -6.654265 -0.610869 0.1 0.1 0.4 -0.253
H 0.960780 -8.893525 0.557662 -0.5 -0.1 0.6 0.365
H -0.850014 -9.044648 0.428382 0.2 0.1 0.5 0.459
H -1.726709 -6.426584 1.618096 0.1 0.6 -0.7 0.248
H -1.105964 -6.938925 3.183404 -0.8 1.0 1.5 0.252
H -2.103604 -8.049658 2.243092 0.6 0.6 -0.2 0.369
C -3.727674 5.847323 -6.618666 0.0 2.4 -0.2 -0.877
O -2.757695 5.499020 -5.655271 -0.2 -0.2 1.0 -0.167
C -2.515894 6.536611 -4.658062 -0.3 0.7 -1.4 -0.822
C -1.519612 6.005939 -3.601085 -0.7 0.0 -0.5 -0.093
O -0.128045 5.859421 -3.922992 -1.8 -0.8 -0.5 -0.605
C -0.028378 4.665862 -4.733089 1.1 0.5 -0.6 0.689
C 1.459670 4.367827 -4.963649 0.0 -0.7 1.0 0.443
O 1.839322 5.127455 -6.079513 1.1 0.1 -0.5 -0.453
C 3.248383 5.108260 -6.385608 -1.1 -0.5 1.3 -0.746
H -3.985545 6.951199 -6.433869 0.3 -1.3 -0.8 0.389
H -4.677557 5.328300 -6.635227 -0.1 -0.6 0.8 0.253
H -3.311187 5.683421 -7.622329 0.0 0.4 0.2 0.277
H -3.532780 6.805407 -4.160570 1.8 -0.4 -0.6 0.385
H -2.130862 7.452533 -5.271167 -0.5 -1.3 1.4 0.400
H -1.943614 5.035601 -3.318147 0.2 -0.2 0.1 -0.183
H -1.639712 6.632422 -2.739165 0.4 0.6 0.5 0.692
H -0.505853 4.822368 -5.727817 0.3 0.0 0.6 0.300
H -0.541264 3.826384 -4.262441 0.1 0.0 0.3 -0.497
H 1.592724 3.250012 -5.122478 -0.1 1.0 -0.1 -0.291
H 2.067223 4.611543 -4.027663 -0.7 -0.1 -1.0 0.205
H 3.819847 5.487403 -5.513852 -0.1 0.0 -0.7 0.284
H 3.405485 5.618405 -7.308446 0.0 1.0 -0.3 0.304
H 3.572195 4.106897 -6.620837 0.1 -0.8 0.3 0.236
C -2.426792 0.796122 -2.636398 -1.0 0.4 0.9 -0.620
O -1.483454 1.886896 -2.480570 -1.2 -1.2 -0.8 -0.397
C -0.147532 1.469434 -2.630865 0.2 0.7 -0.3 0.265
C 0.351334 0.757971 -1.404776 2.3 -1.4 0.3 0.650
O 0.368339 1.595825 -0.289785 -0.3 0.7 0.2 0.378
C 0.933514 1.026162 0.864874 1.7 -0.5 0.4 0.308
C 0.064690 0.041783 1.625962 1.8 0.4 0.4 0.724
O -1.055568 0.661307 2.119233 -1.0 0.7 1.6 0.565
C -2.235834 0.508725 1.349808 0.7 0.9 -0.4 0.106
H -2.696449 0.354101 -1.645398 0.2 0.4 -0.6 -0.092
H -2.093389 -0.050135 -3.244255 0.5 0.3 -0.2 0.291
H -3.351896 1.196458 -3.105384 0.7 -0.2 0.4 0.301
H 0.382857 2.432559 -2.769628 0.3 -0.6 0.2 -0.263
H -0.002374 0.878700 -3.568523 -0.1 0.2 0.8 -0.012
H 1.438460 0.421722 -1.551091 -1.1 0.3 -0.3 -0.329
H -0.155528 -0.172472 -1.121461 -0.4 0.1 -0.6 0.005
H 1.145923 1.873295 1.513800 0.0 0.0 0.1 -0.421
H 1.962796 0.516207 0.695310 -1.4 0.7 -0.3 0.075
H 0.706802 -0.421180 2.437123 -0.8 0.7 -0.6 -0.548
H -0.219005 -0.742310 0.996177 -0.5 -1.6 -1.1 -0.640
H -2.513519 -0.538750 1.264260 -0.5 0.0 0.3 -0.542
H -2.023266 0.889258 0.356921 0.0 -0.1 -0.5 -0.354
H -2.960577 1.234151 1.742982 -0.2 -0.8 0.2 0.352
C -4.288291 -6.217878 0.042790 0.3 0.7 -0.8 -0.370
O -4.582988 -5.317740 1.073884 0.7 0.3 -0.2 -0.393
C -3.777757 -4.157034 0.873718 0.0 0.5 1.5 0.566
C -3.817900 -3.272211 2.125629 0.2 -0.8 0.1 -0.245
O -4.978291 -2.512392 2.167727 -0.7 0.0 -1.1 -0.280
C -5.097314 -1.612733 3.227110 -0.3 -0.5 0.3 0.173
C -6.492600 -1.032440 3.282026 0.3 -0.3 -0.9 -0.617
O -7.432218 -2.051300 3.422906 -0.8 -0.6 0.1 -0.381
C -7.400183 -2.808738 4.633582 -1.6 0.1 -1.2 -0.618
H -3.213260 -6.430866 -0.031130 0.1 0.0 0.1 -0.107
H -4.589689 -5.845064 -0.958483 0.0 0.0 0.4 0.264
H -4.799686 -7.116094 0.240148 -0.7 -1.2 0.2 0.357
H -4.112205 -3.641837 -0.010549 0.0 0.4 -0.4 0.463
H -2.723070 -4.431098 0.796712 0.0 -0.2 -0.4 -0.402
H -2.939889 -2.635461 2.236363 0.3 0.2 -0.5 -0.113
H -3.696453 -3.993454 2.961501 -0.5 0.3 0.1 0.340
H -4.287137 -0.905866 3.258839 0.4 0.7 -0.2 -0.199
H -5.025283 -2.197953 4.114490 0.4 -0.4 1.2 0.287
H -6.783867 -0.494433 2.378756 0.2 -0.1 -0.2 0.300
H -6.593206 -0.350169 4.088968 0.3 0.8 1.0 0.370
H -8.321354 -3.404203 4.549028 0.2 0.0 0.2 0.257
H -7.560817 -2.162248 5.510427 0.8 -0.3 0.0 0.278
H -6.586455 -3.526708 4.594213 0.4 0.2 0.7 0.239
C 1.233184 -4.973333 2.169225 1.0 1.4 1.6 -0.276
C 0.447749 -4.041473 1.308641 0.2 2.4 -1.4 0.835
O -0.364286 -3.215389 2.150403 0.9 -0.8 0.2 0.307
C -0.320843 -3.746307 3.391632 -0.8 -0.9 0.9 0.252
O -1.035975 -3.427675 4.308653 0.9 0.0 -1.0 -0.619
O 0.580403 -4.758770 3.463183 -0.6 -0.4 -0.2 -0.452
F -0.428665 -4.750288 0.536407 -0.2 0.0 -0.4 -0.383
H 2.237905 -4.577589 2.379391 -0.1 -0.2 -0.6 0.215
H 1.318033 -6.004376 1.802303 -0.7 0.4 0.5 0.257
H 1.053162 -3.322279 0.659627 -1.0 -1.3 0.8 -0.321
C -2.851433 2.973608 6.202876 -0.3 -1.0 -1.4 -0.419
C -2.203000 1.777252 5.503067 -0.3 -0.8 1.0 1.519
O -3.208239 0.750116 5.522137 1.7 0.8 0.7 -0.144
C -4.284068 1.211923 6.195541 0.1 1.4 -1.2 0.460
O -5.260594 0.591999 6.348659 -1.4 -1.2 0.7 -0.516
O -4.189580 2.546989 6.437727 0.5 -0.5 0.7 -0.350
F -1.024867 1.376469 6.162796 -1.2 0.0 -0.3 -0.352
H -2.878469 3.760663 5.481079 0.0 0.8 -0.2 0.292
H -2.321200 3.240782 7.082582 0.3 0.2 0.9 0.317
H -1.963004 1.941567 4.492384 0.6 0.2 -1.2 -0.831
C -0.498132 -4.167458 -3.611490 -1.9 -0.3 -0.5 -0.561
C 0.553559 -3.149696 -3.302644 1.3 0.7 1.7 0.989
O 0.044173 -2.353196 -2.218921 -1.4 -1.8 -0.4 0.192
C -1.289730 -2.783037 -1.963455 0.2 1.4 0.6 0.123
O -2.009896 -2.243060 -1.164007 1.2 -1.0 -1.2 -0.360
O -1.598124 -3.811839 -2.761372 -0.3 0.7 0.3 -0.381
F 0.753744 -2.285896 -4.325515 -0.2 0.0 -0.7 -0.281
H -0.441711 -5.231646 -3.414858 1.3 0.0 0.0 0.328
H -0.799292 -4.063007 -4.658428 -0.1 0.2 0.1 0.365
H 1.536378 -3.544682 -3.008597 -0.3 0.2 -0.1 -0.541
C 3.231819 0.506534 -4.442658 0.0 -1.0 -1.3 -0.208
C 3.735552 -0.836344 -4.959319 -0.8 -1.3 0.5 0.086
O 2.936801 -1.148713 -6.028416 -2.1 1.3 -1.0 -0.370
C 1.782745 -0.275360 -6.061692 0.3 -1.2 0.8 0.400
O 0.890238 -0.353047 -6.853580 1.6 0.4 1.3 -0.509
O 1.869188 0.525423 -4.943571 0.7 0.0 -1.4 0.398
F 3.510481 -1.809657 -3.941319 0.1 0.5 -0.3 -0.241
H 3.838419 1.330580 -4.796565 -0.2 0.3 -0.2 0.187
H 3.215943 0.470952 -3.394396 -0.2 0.2 1.4 0.122
H 4.724016 -1.075740 -5.304339 0.8 0.8 0.3 0.299
C -2.410591 2.142015 -5.993385 0.2 0.2 0.3 0.861
C -2.798017 2.478949 -7.391665 -0.7 0.9 -0.5 0.184
O -4.182628 2.875274 -7.241378 1.6 -0.5 0.1 -0.406
C -4.668445 2.117386 -6.190420 0.5 -0.1 -1.9 0.538
O -5.832381 1.988524 -6.049510 -0.1 -0.3 1.1 -0.535
O -3.623308 1.501422 -5.591176 -0.9 -0.2 1.2 -0.326
F -2.770020 1.328469 -8.128424 0.1 0.1 -0.4 -0.323
H -2.283985 3.051310 -5.395307 0.2 -0.2 -0.1 -0.392
H -1.543420 1.467362 -5.909974 -0.6 0.1 -0.1 0.012
H -2.240395 3.267707 -7.912354 -0.3 -0.2 0.2 0.370
C 1.118301 -1.054998 7.061100 0.7 0.8 -1.4 0.085
C 1.093329 -1.887556 5.789078 0.6 -1.4 1.3 0.102
O 2.370301 -2.467834 5.769900 0.1 0.2 0.4 -0.335
C 3.223559 -1.698399 6.527439 0.3 -1.0 -0.5 0.558
O 4.399088 -1.869203 6.448175 -0.2 0.7 0.5 -0.549
O 2.539617 -0.845849 7.319829 -0.3 -0.5 -0.7 -0.356
F 1.043727 -1.102169 4.703183 -0.6 0.8 -1.0 -0.179
H 0.692885 -1.563204 7.897033 -0.5 0.0 0.5 0.343
H 0.696344 -0.102662 6.732561 -0.3 0.0 1.0 -0.056
H 0.334808 -2.681592 5.741082 0.2 0.5 -0.1 0.414
C -1.678460 4.237375 -0.281798 0.8 0.3 -0.6 0.929
C -0.372793 4.739779 0.367715 0.3 1.0 -1.5 1.161
O -0.556037 4.606304 1.729008 -0.1 -0.9 0.1 -0.265
C -1.792288 4.074773 1.963878 -0.1 1.0 0.4 0.580
O -2.252294 3.981001 3.059928 0.1 -0.6 0.0 -0.600
O -2.425545 3.821381 0.823168 -0.9 -0.5 1.0 -0.287
F -0.127663 6.082404 0.123020 -0.7 0.3 0.0 -0.445
H -1.541482 3.392910 -0.959146 0.2 0.1 0.1 -0.607
H -2.223545 5.027010 -0.808477 0.2 0.1 0.2 0.102
H 0.528251 4.321578 -0.041933 0.2 -1.0 0.4 -0.518
C 4.815611 4.905430 0.496430 -1.4 -1.1 1.7 -0.387
C 3.448066 4.655616 1.238140 1.9 -0.2 -0.1 0.809
O 2.860430 3.605002 0.521621 0.7 0.3 -1.4 0.406
C 3.456001 3.568300 -0.757520 -1.3 0.1 0.8 -0.159
O 3.032120 2.931275 -1.674537 0.5 0.2 0.6 -0.212
O 4.488148 4.409290 -0.793603 0.9 -0.2 -0.6 -0.396
F 2.729923 5.797189 1.145708 -0.8 0.2 -0.1 -0.368
H 5.580701 4.295209 1.033547 -0.2 0.4 -0.9 0.123
H 5.038362 5.967409 0.483230 0.1 -0.1 -0.3 0.399
H 3.549050 4.353445 2.272769 -0.2 0.0 0.2 -0.270